(1)
{
  "formula": "C35H45F4N3O7S",
  "method": "ωB97M-V/def2-TZVPD",
  "homo_lumo_gap_ev": 8.24,
  "max_force_ha_per_bohr": 0.02431,
  "e_homo_ev": -8.9,
  "mol_weight_g_mol": 727.818,
  "symbols": ["C", "C", "C", "O", "O", "C", "C", "C", "C", "C", "C", "C", "C", "C", "C", "C", "C", "C", "C", "C", "C", "C", "C", "C", "N", "O", "C", "C", "F", "F", "C", "F", "F", "C", "N", "S", "N", "C", "H", "H", "H", "H", "H", "H", "H", "H", "H", "H", "H", "H", "H", "H", "H", "H", "H", "H", "H", "H", "H", "H", "H", "H", "H", "H", "H", "H", "H", "O", "C", "O", "C", "C", "C", "H", "H", "H", "H", "H", "H", "H", "H", "O", "C", "O", "C", "C", "C", "H", "H", "H", "H", "H", "H", "H", "H"],
  "xyz": [[-2.14465, 4.93310, -6.93085], [-2.37044, 6.05978, -6.26458], [-2.17843, 6.06426, -4.78850], [-2.80989, 5.41724, -4.02145], [-1.20350, 6.90745, -4.36351], [0.11269, 6.59636, -4.87015], [1.09923, 7.02626, -3.80209], [2.53254, 6.61261, -4.14174], [2.91921, 5.21491, -3.64725], [2.58253, 5.01639, -2.16039], [3.55334, 4.13475, -1.35589], [3.07106, 2.71682, -1.15270], [2.55795, 2.22577, 0.02380], [2.42546, 3.18778, 1.19122], [1.34736, 4.23035, 0.90822], [0.21656, 3.92534, 0.14764], [-0.74008, 4.88847, -0.14938], [-0.59143, 6.19770, 0.30172], [0.51842, 6.50263, 1.07841], [1.47286, 5.53440, 1.37071], [2.14822, 0.84820, 0.17648], [1.64549, 0.33123, 1.52103], [0.46336, 1.08011, 2.16877], [-0.53886, 0.14094, 2.78505], [-1.36300, 0.69931, 3.75610], [-0.65166, -1.02187, 2.47568], [2.22488, -0.02749, -0.89124], [1.76710, -1.47493, -0.80265], [2.06950, -2.14763, -1.92857], [2.36881, -2.14972, 0.20856], [0.22363, -1.57700, -0.66153], [-0.35076, -0.69536, -1.52321], [-0.16466, -2.81015, -1.04807], [2.72363, 0.48912, -2.12456], [2.85225, -0.17364, -3.28522], [3.46052, 0.80395, -4.36570], [3.61020, 2.15464, -3.48405], [3.16257, 1.83731, -2.27422], [-2.14640, 4.00118, -6.38370], [-1.94293, 4.96198, -7.98979], [-2.66613, 6.99267, -6.72306], [0.31599, 7.17480, -5.77141], [0.20207, 5.53332, -5.08438], [0.74374, 6.60935, -2.86161], [1.04602, 8.11081, -3.71532], [2.66600, 6.64683, -5.22591], [3.22379, 7.34853, -3.73397], [4.00024, 5.12777, -3.75069], [2.47201, 4.45039, -4.27617], [1.57034, 4.62375, -2.08993], [2.55274, 6.00960, -1.71367], [4.51551, 4.05831, -1.86439], [3.76100, 4.62054, -0.41242], [3.35669, 3.72609, 1.33432], [2.22831, 2.66534, 2.11588], [0.04803, 2.93512, -0.25189], [-1.59682, 4.65674, -0.76523], [-1.33453, 6.93252, 0.03336], [0.64200, 7.51807, 1.42903], [2.32704, 5.83266, 1.96687], [2.48978, 0.37841, 2.21080], [1.36953, -0.70693, 1.48507], [-0.05849, 1.76306, 1.50510], [0.83798, 1.69749, 2.98149], [-2.21579, 0.14873, 3.78168], [-1.63366, 1.64968, 3.52037], [-0.14081, -1.35432, 0.33739], [-4.30063, -7.68240, 0.09188], [-3.39694, -6.96818, 0.43405], [-2.70928, -6.29510, -0.50611], [-1.74013, -5.28596, -0.19549], [-0.37849, -5.88691, 0.08481], [-2.96447, -6.87587, 1.87884], [-2.08936, -4.65128, 0.62034], [-1.68745, -4.65706, -1.07942], [-0.39899, -6.54207, 0.95628], [0.35482, -5.10082, 0.26234], [-0.05150, -6.48661, -0.76500], [-2.29965, -7.70752, 2.10624], [-3.84905, -6.94626, 2.50700], [-2.46955, -5.94269, 2.13466], [-1.17337, -7.53590, 5.15746], [-1.72052, -8.58070, 5.37935], [-3.06124, -8.61166, 5.49158], [-3.81460, -9.82542, 5.56480], [-3.89411, -10.35674, 6.98087], [-0.92229, -9.84367, 5.61371], [-3.42268, -10.56465, 4.86485], [-4.81088, -9.56171, 5.21446], [-2.90926, -10.61280, 7.37179], [-4.52081, -11.24812, 7.01774], [-4.31934, -9.60185, 7.64213], [-0.59544, -9.86338, 6.65228], [-0.04914, -9.81557, 4.96683], [-1.46086, -10.76099, 5.38801]],
  "forces_ev_per_angstrom": [[-0.120, 0.522, 0.112], [0.003, -0.297, 0.070], [-0.353, 0.404, -0.518], [-0.550, -0.573, 0.817], [0.187, -0.188, -0.035], [0.329, 0.653, 0.275], [-0.127, 0.019, -0.229], [-0.243, -0.213, 0.013], [0.322, 0.380, 0.262], [-0.062, 0.060, -0.498], [-0.040, -0.325, -0.088], [0.150, 0.234, -0.003], [0.335, 0.036, 0.105], [-0.295, 0.300, -0.584], [-0.237, -0.117, 0.051], [-0.300, 0.163, 0.003], [0.103, 0.376, 0.069], [0.246, -0.599, 0.045], [-0.199, 0.153, -0.199], [-0.064, 0.240, 0.091], [-0.367, -0.715, -0.427], [0.133, 0.764, 0.025], [0.615, -0.112, 0.403], [-0.451, 0.124, 0.057], [-0.608, 0.123, -0.882], [0.167, -0.404, -0.080], [0.225, 0.466, 0.428], [-0.539, 0.408, -0.597], [0.201, -0.160, -0.048], [-0.008, -0.088, 0.296], [0.135, 0.142, -0.012], [0.062, 0.115, -0.149], [-0.047, -0.162, 0.210], [0.124, -0.294, -0.909], [-0.161, -0.526, 0.104], [0.115, 0.656, 0.249], [0.105, -0.348, -0.486], [-0.391, 0.039, 1.187], [0.609, -0.148, -0.067], [-0.576, -0.307, -0.241], [0.668, 0.232, -0.209], [-0.169, -0.142, -0.263], [-0.067, -0.128, -0.029], [0.169, 0.031, 0.153], [-0.108, 0.079, 0.059], [0.048, 0.090, -0.082], [0.073, 0.012, 0.148], [0.080, -0.176, -0.225], [-0.037, -0.158, 0.019], [-0.088, -0.022, 0.227], [0.035, 0.034, 0.234], [0.017, 0.123, -0.174], [-0.044, -0.017, 0.265], [0.218, -0.022, 0.085], [0.021, -0.013, 0.125], [0.226, -0.138, -0.064], [-0.031, -0.212, -0.055], [0.022, 0.174, 0.068], [0.124, 0.012, 0.107], [0.113, -0.133, -0.003], [0.055, -0.038, 0.092], [0.069, -0.206, -0.126], [-0.114, -0.060, -0.215], [-0.154, 0.171, 0.114], [0.116, -0.157, 0.438], [0.368, 0.140, 0.335], [-0.006, -0.223, 0.147], [-0.018, 0.025, -0.069], [0.123, -0.226, 0.186], [-0.183, 0.123, -0.188], [0.235, -0.016, 0.075], [-0.007, -0.144, 0.068], [-0.205, 0.461, 0.096], [-0.005, -0.054, 0.034], [-0.121, -0.078, -0.073], [-0.004, 0.070, 0.050], [-0.007, 0.013, -0.019], [0.001, 0.064, -0.044], [0.023, 0.006, 0.002], [-0.009, -0.210, -0.041], [0.163, -0.101, -0.006], [-0.164, 0.085, -0.063], [0.308, -0.138, 0.199], [-0.140, 0.224, -0.191], [-0.066, -0.185, 0.122], [0.113, 0.055, 0.077], [-0.121, -0.232, -0.393], [0.054, 0.005, 0.027], [0.038, 0.108, -0.035], [0.000, -0.065, -0.042], [-0.013, 0.007, -0.013], [-0.058, -0.004, -0.033], [-0.001, 0.006, 0.012], [0.076, 0.143, 0.116], [-0.042, 0.004, 0.155]],
  "mulliken_charge": [-0.69, -0.15, 0.51, -0.51, -0.30, -0.65, 0.01, -1.29, -0.53, -0.76, -1.70, 0.38, -0.01, -2.13, 1.18, 0.09, -1.22, -0.45, -0.77, -0.47, 0.53, -1.81, -0.65, 0.18, -0.60, -0.60, -0.62, 0.27, -0.36, -0.30, 0.76, -0.32, -0.21, 1.31, -0.61, 0.07, -0.63, 0.86, 0.28, 0.28, 0.37, 0.29, 0.41, -0.07, 0.41, 0.41, 0.39, 0.46, 0.26, 0.31, 0.72, 0.78, 0.51, 0.69, 0.97, 0.27, 0.43, 0.45, 0.38, 0.40, 0.48, 0.92, 0.24, 0.60, 0.30, 0.28, -0.03, -0.58, 0.63, -0.37, -0.33, -0.81, -0.79, 0.37, 0.26, 0.28, 0.22, 0.29, 0.19, 0.36, 0.28, -0.55, 0.79, -0.37, -0.40, -0.99, -1.02, 0.36, 0.33, 0.27, 0.35, 0.31, 0.26, 0.31, 0.35]
}

(2)
{
  "formula": "C35H45N5P2SSi2Zr",
  "method": "ωB97M-V/def2-TZVPD",
  "homo_lumo_gap_ev": 7.92,
  "max_force_ha_per_bohr": 0.04509,
  "total_charge": 2,
  "e_homo_ev": -13.5,
  "mol_weight_g_mol": 777.191,
  "symbols": ["Zr", "C", "Si", "C", "C", "N", "P", "C", "P", "N", "Si", "C", "C", "C", "C", "C", "C", "C", "C", "C", "C", "C", "C", "C", "C", "C", "C", "C", "C", "C", "C", "C", "C", "C", "C", "C", "C", "C", "H", "H", "H", "H", "H", "H", "H", "H", "H", "H", "H", "H", "H", "H", "H", "H", "H", "H", "H", "H", "H", "H", "H", "H", "H", "H", "H", "H", "H", "H", "H", "H", "H", "H", "H", "H", "H", "H", "C", "C", "C", "N", "N", "C", "N", "S", "H", "H", "H", "H", "H", "H", "H"],
  "xyz": [[-0.01970, 0.70218, -1.15209], [1.65810, 0.02488, -3.34869], [2.58710, -0.99362, -1.95289], [4.34070, -0.27722, -1.74479], [2.60490, -2.82602, -2.47199], [1.46120, -0.67382, -0.67369], [1.49630, -0.23032, 0.91971], [-0.01390, 0.67848, 1.16021], [-1.31490, -0.52002, 0.93481], [-1.34680, -0.75812, -0.70429], [-2.62200, -1.24442, -1.78009], [-4.04190, -2.16192, -0.92429], [-3.11800, 0.45298, -2.56809], [-1.75620, -2.28822, -3.13379], [-2.85960, 0.37248, 1.28771], [-3.95440, -0.12412, 1.98331], [-5.10460, 0.64418, 2.09011], [-5.16850, 1.89678, 1.50521], [-4.07520, 2.39748, 0.81061], [-2.92780, 1.63278, 0.69631], [-1.30190, -2.14702, 1.72121], [-0.90990, -3.22232, 0.92951], [-0.88640, -4.49802, 1.46301], [-1.25230, -4.69702, 2.78491], [-1.60390, -3.61912, 3.58381], [-1.61860, -2.33792, 3.05991], [1.97020, -1.59672, 2.00041], [2.31850, -2.83062, 1.46951], [2.65300, -3.86702, 2.32161], [2.63740, -3.66882, 3.69371], [2.27760, -2.43752, 4.22081], [1.93480, -1.39742, 3.37781], [2.78690, 1.06098, 1.01611], [3.81400, 1.11028, 1.94821], [4.73480, 2.14648, 1.90491], [4.63250, 3.13568, 0.94201], [3.61540, 3.08548, -0.00139], [2.69800, 2.05058, 0.03741], [1.91100, -0.37382, -4.32919], [1.96380, 1.07818, -3.35379], [0.55530, -0.05712, -3.23139], [5.01350, -0.70782, -2.47849], [4.74220, -0.51052, -0.76359], [4.37670, 0.80268, -1.86079], [2.99680, -2.92292, -3.47979], [1.61320, -3.27142, -2.45309], [3.24850, -3.41612, -1.82789], [-4.66140, -1.49082, -0.33789], [-3.65100, -2.92042, -0.25269], [-4.67840, -2.65722, -1.64799], [-3.77390, 1.01428, -1.90639], [-3.64380, 0.32038, -3.50729], [-2.22430, 1.06568, -2.76409], [-1.50270, -3.27532, -2.75879], [-0.83610, -1.83172, -3.50449], [-2.42060, -2.43532, -3.97809], [-3.91340, -1.10312, 2.43591], [-5.95700, 0.25828, 2.62691], [-6.06640, 2.48918, 1.58591], [-4.13150, 3.37688, 0.35961], [-2.04240, 1.99628, 0.15121], [-0.64220, -3.03152, -0.10209], [-0.59890, -5.33762, 0.84901], [-1.26810, -5.69632, 3.18991], [-1.88130, -3.78722, 4.61211], [-1.88350, -1.49102, 3.67851], [2.31960, -2.95332, 0.39661], [2.93460, -4.82622, 1.91751], [2.91640, -4.47572, 4.35241], [2.27480, -2.29272, 5.29061], [1.63870, -0.43202, 3.76841], [3.89700, 0.34078, 2.70021], [5.54400, 2.17528, 2.61521], [5.34620, 3.94248, 0.91861], [3.55860, 3.84358, -0.76939], [1.90000, 1.95398, -0.72189], [-1.27610, 5.05388, 0.76511], [0.08640, 4.86888, 0.08281], [-0.07660, 4.22558, -1.24009], [-0.16520, 2.94178, -1.39089], [-0.29750, 2.52418, -2.68569], [-0.33530, 3.53048, -3.53519], [-0.45670, 3.39008, -4.85099], [-0.18680, 5.09248, -2.74799], [-1.14360, 5.62988, 1.67631], [-1.70010, 4.08868, 1.02921], [-1.97160, 5.59158, 0.12321], [0.70890, 4.21988, 0.70741], [0.57280, 5.83708, -0.03679], [-0.56260, 2.47708, -5.26839], [-0.49530, 4.19388, -5.45469]],
  "forces_ev_per_angstrom": [[-0.326, -0.921, 0.780], [0.517, -0.296, 0.861], [0.535, -0.135, -1.138], [-0.843, -0.325, -0.019], [-0.050, 0.866, 0.386], [0.940, 0.312, 0.432], [0.336, 0.906, 0.596], [0.423, -1.858, -1.321], [-0.322, 0.780, 0.635], [-0.599, 0.263, 0.114], [-0.693, -0.035, -1.248], [0.674, 0.501, -0.269], [0.111, -0.944, 0.389], [-0.488, 0.410, 0.715], [0.173, -0.157, 0.020], [0.210, 0.021, -0.040], [-0.079, -0.022, 0.022], [0.066, -0.017, 0.010], [0.136, -0.011, -0.125], [0.170, -0.059, -0.006], [0.242, 0.420, -0.297], [-0.148, 0.078, -0.080], [-0.052, -0.010, -0.062], [0.016, 0.049, -0.063], [-0.048, -0.010, 0.053], [-0.026, 0.123, 0.074], [-0.384, 0.401, -0.215], [0.048, 0.248, -0.058], [0.096, -0.048, -0.011], [0.023, 0.014, -0.110], [0.046, 0.026, 0.153], [-0.034, 0.101, -0.102], [-0.115, -0.243, -0.111], [-0.201, -0.099, -0.116], [0.035, 0.075, -0.052], [-0.057, -0.115, 0.052], [-0.287, 0.047, -0.245], [0.016, -0.360, 0.227], [-0.212, -0.073, -0.086], [-0.165, -0.037, 0.019], [0.271, -0.104, -0.706], [0.073, -0.171, -0.201], [0.067, -0.081, 0.224], [-0.109, 0.116, 0.009], [0.085, 0.050, -0.205], [-0.172, 0.023, 0.009], [0.144, -0.092, 0.175], [-0.070, 0.167, 0.049], [0.118, -0.178, 0.101], [-0.094, -0.090, -0.244], [0.016, 0.081, 0.139], [-0.019, 0.004, -0.269], [-0.190, -0.041, -0.112], [0.084, -0.188, 0.120], [-0.004, 0.082, 0.010], [-0.140, -0.004, -0.220], [-0.046, -0.105, 0.021], [-0.077, -0.043, 0.067], [-0.093, 0.042, 0.035], [0.019, 0.091, -0.062], [-0.539, 0.124, 0.298], [0.055, -0.156, -0.054], [0.035, -0.076, -0.067], [0.031, -0.103, 0.085], [-0.016, 0.031, 0.134], [-0.023, 0.005, 0.108], [-0.001, -0.196, -0.098], [0.025, -0.126, -0.046], [0.000, -0.094, 0.091], [-0.033, 0.032, 0.079], [-0.031, 0.014, 0.123], [0.058, -0.082, 0.077], [0.087, 0.014, 0.149], [0.115, 0.091, -0.029], [-0.023, 0.076, -0.068], [0.772, 0.544, 0.274], [0.069, 0.066, 0.012], [-0.204, 0.176, 0.322], [0.129, -0.249, 0.097], [-0.009, 1.206, 0.012], [-0.058, 0.076, -0.417], [0.055, -0.093, 0.241], [-0.029, 0.041, -0.229], [-0.040, -0.863, 0.212], [-0.025, 0.019, 0.074], [-0.049, -0.026, 0.021], [-0.065, 0.039, -0.023], [0.059, 0.109, -0.161], [0.110, -0.057, 0.023], [0.008, 0.089, 0.103], [-0.007, -0.054, -0.048]],
  "mulliken_charge": [-1.83, -1.11, 0.48, -1.25, -1.33, 0.73, 2.75, -1.41, 2.83, 0.33, 0.18, -1.10, -1.13, -1.03, 0.43, -0.48, -0.73, -0.81, -0.36, -0.86, 0.32, -0.26, -1.03, -0.68, -0.95, -0.45, 0.64, -0.37, -0.74, -0.60, -0.89, -0.62, 0.72, -0.65, -0.81, -0.86, -0.66, -0.64, 0.64, 0.28, 0.12, 0.50, 0.37, 0.33, 0.45, 0.36, 0.38, 0.32, 0.31, 0.48, 0.27, 0.58, 0.27, 0.32, 0.19, 0.45, 0.55, 0.46, 0.44, 0.50, 0.14, 0.47, 0.52, 0.45, 0.49, 0.63, 0.26, 0.48, 0.46, 0.48, 0.55, 0.45, 0.46, 0.46, 0.51, 0.47, -0.95, -0.36, 0.28, 0.04, -0.43, 0.47, -0.39, -0.13, 0.44, 0.05, 0.36, -0.03, 0.58, 0.21, 0.22]
}

Question: Which formula does entry 1 have?
Answer: C35H45F4N3O7S